{"formula": "C4H10ClPSi", "method": "ωB97M-V with the def2-TZVPD basis set", "total_charge": 0, "de_lowest_ev": 3.373, "e_tot_ev": -33995.4553, "gap_ev": [6.69, 6.70], "symbols": ["C", "C", "C", "C", "Si", "P", "Cl", "H", "H", "H", "H", "H", "H", "H", "H", "H", "H"], "positions_angstrom": [[-2.28697, 2.49054, 2.18414], [0.24198, 0.82316, -1.87271], [2.08667, -0.84551, 0.35317], [-0.86079, -1.69668, -0.35889], [0.40176, -0.27956, -0.14202], [-0.97383, 1.72042, 1.52072], [-0.37475, 0.49402, 3.05437], [-2.85611, 3.16537, 1.44826], [0.66960, 0.20932, -2.63380], [-0.71867, 1.02723, -2.07054], [0.78121, 1.74763, -1.81840], [2.71920, -0.95177, -0.59396], [2.66658, -0.07706, 0.92910], [1.95959, -1.72078, 1.02022], [-0.80834, -2.37719, 0.51041], [-1.90821, -1.41843, -0.26536], [-0.73891, -2.31072, -1.26471]]}

{"formula": "C17H18N3O2Tc", "method": "ωB97M-V with the def2-TZVPD basis set", "total_charge": 3, "s2": 0.928, "e_tot_ev": -28652.9296, "spin_multiplicity": 2, "gap_ev": [3.68, 3.49], "symbols": ["Tc", "C", "C", "N", "N", "C", "O", "C", "C", "C", "C", "C", "C", "C", "C", "C", "C", "C", "N", "H", "H", "H", "H", "H", "H", "H", "H", "H", "H", "H", "H", "C", "C", "C", "O", "H", "H", "H", "H", "H", "H"], "positions_angstrom": [[-0.59594, -0.75138, -0.15645], [-1.45604, 3.49422, -0.05965], [-1.54414, 2.03602, -0.08485], [-0.47154, 1.24362, -0.05495], [0.72866, 1.80622, -0.00085], [1.67616, 0.89602, 0.13095], [1.26196, -0.32498, 0.21695], [3.06886, 1.31662, 0.14605], [3.36576, 2.69022, 0.07245], [4.67356, 3.13932, 0.05075], [5.72586, 2.23192, 0.01005], [5.43496, 0.87602, 0.13425], [4.12746, 0.40462, 0.14345], [-2.76984, 1.26902, -0.06725], [-4.05324, 1.81762, -0.06775], [-5.15194, 0.97362, 0.01375], [-4.93584, -0.39468, 0.13055], [-3.63204, -0.87978, 0.10165], [-2.56854, -0.08158, -0.01935], [-0.41634, 3.81202, -0.04235], [-1.97864, 3.89092, 0.81615], [-1.95204, 3.94762, -0.92175], [2.54976, 3.39272, -0.02435], [4.87656, 4.20232, 0.05765], [6.74636, 2.58212, -0.05885], [6.24946, 0.17652, 0.29685], [3.93706, -0.66068, 0.14955], [-4.17924, 2.88772, -0.11845], [-6.15634, 1.37602, -0.00185], [-5.76294, -1.08408, 0.22805], [-3.45374, -1.94778, 0.15145], [0.02536, -4.41298, 1.10615], [-0.42924, -3.86528, -0.18935], [-0.66384, -4.76168, -1.32655], [-0.61764, -2.62988, -0.29395], [0.12556, -5.49628, 1.08405], [-0.69154, -4.12978, 1.88525], [0.97146, -3.96618, 1.42815], [-1.23964, -5.64578, -1.04405], [0.30446, -5.17018, -1.64805], [-1.12914, -4.26028, -2.17345]]}